1.
Computed, not measured: 9 unconnected molecules or ions with the total composition C12H42N6O9 at a distorted geometry, with ωB97M-V/def2-TZVPD.

For the orbital gap, the calculation gives 8.1144 eV. Its total charge is 0. As for the SMILES: NC(N)=O.NC(N)=O.NC(N)=O.CCO.CCO.CCO.CO.CO.CO. Its LUMO energy is -0.13 eV.

```
69
C12H42N6O9 (ωB97M-V/def2-TZVPD)
O -3.290 4.837 0.514
O 0.802 -3.050 0.584
O 1.109 3.299 0.414
O -1.920 -1.637 0.517
O 2.325 1.531 2.812
O -1.248 -5.265 -1.553
O -2.620 0.666 -2.129
O -0.107 1.075 -0.896
O 4.356 -0.258 3.325
N -3.292 -1.994 -1.335
N 0.162 -1.562 2.175
N 0.043 1.244 2.163
N 2.294 -1.984 2.123
N 0.384 1.732 4.205
N -2.851 -3.755 -0.027
C 0.667 -0.095 -1.238
C -2.088 -0.110 -3.247
C 4.832 -0.285 1.973
C -2.381 3.909 0.067
C 2.084 0.253 -0.732
C -2.695 -2.477 -0.289
C -0.110 -3.405 -2.611
C -1.083 -4.584 -2.806
C 0.951 1.482 3.053
C 2.458 3.633 0.394
C 1.109 -2.143 1.584
C -1.486 4.664 -0.873
H 2.728 3.849 -0.633
H 3.978 -0.031 1.401
H 5.151 -1.250 1.675
H -0.722 4.051 -1.215
H -1.790 3.464 0.918
H -1.018 0.831 -1.016
H -2.256 -4.235 0.691
H 3.955 0.587 3.516
H 0.033 -2.887 -3.600
H 0.933 2.683 -0.276
H 0.590 -0.356 -2.315
H -0.961 5.487 -0.402
H 2.148 0.369 0.323
H -4.028 -2.441 -1.931
H 0.267 -0.897 -0.613
H -2.051 -4.114 -2.992
H 5.570 0.513 1.719
H 0.311 -0.643 2.639
H -0.876 -5.195 -3.676
H 1.037 2.002 4.977
H 3.076 2.808 0.682
H -1.565 -1.051 -3.037
H 3.083 -2.500 1.815
H -0.625 -1.537 1.526
H 2.727 -0.579 -0.987
H -0.493 -2.738 -1.801
H 0.369 1.097 1.249
H -2.884 -0.400 -3.904
H -3.752 4.455 1.297
H -2.016 5.090 -1.729
H 2.548 1.104 -1.238
H 2.506 -1.150 2.685
H -3.565 0.703 -2.210
H -2.885 3.080 -0.497
H -3.552 -4.302 -0.473
H -0.981 1.465 2.292
H 0.796 -3.852 -2.162
H -1.957 -4.852 -1.032
H -1.351 0.432 -3.821
H -2.976 -1.006 -1.513
H -0.563 1.692 4.508
H 2.645 4.508 0.969
```

***

2.
Computed, not measured: 5 unconnected molecules or ions with the total composition C17H26BNO15 at a distorted geometry, with ωB97M-V/def2-TZVPD.

For the orbital gap, the calculation gives 9.4824 eV. Its total charge is 0. As for the SMILES: COB(O)[C@H]1CCC(=O)N1.O=C1OCCO1.O=C1OCCO1.O=C1OCCO1.O=C1OCCO1. Its LUMO energy is 0.39 eV.

```
60
C17H26BNO15 (ωB97M-V/def2-TZVPD)
O 3.566 -4.453 -5.133
O -0.556 3.671 4.021
O 1.580 -3.482 -4.878
O -4.113 1.218 2.147
O 0.989 3.656 2.428
O -0.389 6.414 -1.559
O -4.783 -0.775 1.340
O 0.357 -4.424 -0.331
O 1.229 0.297 -0.702
O -1.953 -4.398 0.038
O 1.275 4.948 -1.936
O -0.711 4.208 -1.258
O 3.173 -3.170 -3.325
O -3.720 -0.635 3.319
O 0.337 1.721 3.397
N -0.421 -1.247 -0.218
C -3.642 1.655 3.427
C 2.812 -3.652 -4.344
C 0.275 2.903 3.287
C 1.465 3.558 -1.610
C 0.699 -0.498 0.058
C 1.385 -3.702 -1.016
C 0.483 -2.170 1.815
C -4.262 -0.130 2.185
C 1.155 -0.841 1.454
C 2.718 -5.024 -6.136
C -0.231 5.050 3.798
C 0.047 3.037 -1.612
C 0.016 5.299 -1.596
C -0.674 -2.287 0.773
C -2.978 0.406 3.968
C 0.447 4.991 2.445
C 1.581 -4.023 -6.202
B -0.727 -3.749 0.118
H -1.203 -0.789 -0.652
H -1.929 0.332 3.673
H 1.776 -3.216 -6.911
H -0.273 2.698 -2.598
H 3.259 -5.129 -7.072
H 0.639 -0.095 2.060
H -1.130 5.660 3.801
H 1.932 3.484 -0.628
H -1.626 -2.137 1.280
H 0.619 -4.474 -6.428
H 2.024 -3.177 -0.309
H -0.110 2.242 -0.892
H -2.951 2.486 3.313
H 2.225 -0.799 1.570
H -3.051 0.310 5.048
H 1.148 -3.010 1.669
H 1.238 5.725 2.322
H 0.434 5.384 4.595
H 0.126 -2.112 2.831
H -2.310 -4.516 0.919
H -4.496 1.974 4.028
H 2.103 3.076 -2.343
H -0.266 5.086 1.630
H 0.999 -2.971 -1.712
H 2.388 -6.008 -5.798
H 2.006 -4.393 -1.558
```

***

3.
Computed, not measured: a molecular structure, C3H2BrO2S at a distorted geometry, with ωB97M-V/def2-TZVPD.

For the orbital gap (spin up / spin down), the calculation gives 5.7892 / 5.4335 eV. Its total charge is -1. Its multiplicity is 3. Its LUMO energy (spin up / spin down) is 3.67 / 1.04 eV.

```
9
C3H2BrO2S (ωB97M-V/def2-TZVPD)
Br 1.115 2.151 0.563
S 0.532 0.280 1.965
O 1.771 0.011 2.681
O 0.060 -0.777 0.941
C -1.856 -0.541 -0.822
C -0.457 -0.934 -0.896
C -0.915 0.300 -1.308
H -0.448 1.285 -1.781
H 0.198 -1.775 -1.344
```

***

4.
Computed, not measured: a single C4H4ClN3O2 molecule at a distorted geometry, with ωB97M-V/def2-TZVPD.

For the orbital gap, the calculation gives 7.8482 eV. Its total charge is 0. Its LUMO energy is -0.42 eV.

```
14
C4H4ClN3O2 (ωB97M-V/def2-TZVPD)
Cl -3.480 -1.671 0.339
O 0.488 1.079 -2.764
O 0.168 -1.058 -2.350
N -1.622 -0.201 1.527
N 0.170 0.384 0.250
N 0.123 0.169 -2.063
C -2.596 -0.356 0.864
C -0.485 0.346 -0.810
C 1.652 0.173 0.260
C -0.472 0.301 1.517
H -0.127 0.575 2.483
H 2.027 0.882 -0.378
H 2.107 -0.718 -0.226
H 2.047 0.095 1.351
```

***

5.
Computed, not measured: a single C3H7NOS2 molecule, with ωB97M-V/def2-TZVPD.

For the orbital gap, the calculation gives 9.4140 eV. Its total charge is 0. As for the SMILES: O=CNCCSS. Its LUMO energy is 0.25 eV.

```
14
C3H7NOS2 (ωB97M-V/def2-TZVPD)
S -0.904 -2.904 1.166
S 0.995 -2.315 0.536
O 0.517 1.925 -2.197
N -0.235 1.574 -0.045
C -0.287 0.225 0.568
C 1.052 -0.493 0.541
C -0.352 1.592 -1.435
H -1.551 -2.499 0.067
H 1.487 -0.247 -0.432
H -1.354 1.294 -1.780
H -0.938 -0.347 -0.079
H -0.787 0.319 1.531
H 1.756 -0.190 1.313
H 0.603 2.067 0.246
```

***

6.
Computed, not measured: a single C4H3NO molecule at a distorted geometry, with ωB97M-V/def2-TZVPD.

For the orbital gap, the calculation gives 9.5815 eV. Its total charge is 0. As for the SMILES: N#C/C=C\C=O. Its LUMO energy is -1.02 eV.

```
9
C4H3NO (ωB97M-V/def2-TZVPD)
O -0.057 1.359 -0.958
N 1.448 -1.504 -1.001
C -0.581 1.513 0.167
C -0.892 0.291 1.025
C -0.345 -0.910 0.798
C 0.684 -1.153 -0.217
H -0.828 2.543 0.705
H -0.471 -1.754 1.457
H -1.577 0.425 1.879
```

***

Let's list relative energy (zero: lowest compared OMol25 entry of this formula, charge and spin) in order: 644.8; 49.5; 79.6; 801.2; 100.4; 52.4 kJ/mol.